# 1
DFT (ωB97M-V with the def2-TZVPD basis set) results for the ion C4H3INOS with charge -1.

Relative energy (zero: lowest compared OMol25 entry of this formula, charge and spin) (kcal/mol): 0.0
E_LUMO (eV): 2.982
Highest occupied orbital energy (hartree): -0.0929
Structure (SMILES): Nc1cc([S-])c(I)o1
Net charge: -1

CARTESIAN COORDINATES (ANGSTROEM)
C -0.3914 -0.8707 -0.0233
C 1.0989 -1.1066 0.1517
C -0.6660 0.4865 -0.0183
C 1.6072 0.2076 0.0650
N -1.9039 1.0791 -0.0526
O 0.4729 1.1531 0.0311
S 1.9432 -2.5422 0.0956
I 3.5480 0.8997 0.1056
H -1.0381 -1.7323 0.0716
H -2.1316 2.0532 -0.2657
H -2.5393 0.3727 -0.1605

Want to see where the charge sits? The Löwdin charges in e are: atom 1 (C): -0.077, atom 2 (C): -0.956, atom 3 (C): -0.464, atom 4 (C): -0.829, atom 5 (N): 0.123, atom 6 (O): -0.085, atom 7 (S): 0.315, atom 8 (I): 0.747, atom 9 (H): 0.075, atom 10 (H): 0.103, atom 11 (H): 0.048

***

# 2
DFT (ωB97M-V with the def2-TZVPD basis set) results for a cluster of 2 separate species, C3H8NO in total.

Relative energy (zero: lowest compared OMol25 entry of this formula, charge and spin) (kcal/mol): 64.4
E_LUMO (eV): -5.401
Highest occupied orbital energy (hartree): -0.5596
Net charge: +1

CARTESIAN COORDINATES (ANGSTROEM)
C -0.2621 1.8458 -0.6756
C 0.0804 -1.5978 -1.0111
C 0.1973 0.4500 1.1766
N 0.0242 0.6983 -0.2211
O 0.1712 -2.0505 0.1668
H -0.2949 2.7886 -0.0767
H -0.3329 1.8204 -1.7130
H -0.8609 -1.3197 -1.4531
H 0.7485 -0.4940 1.2158
H 0.8050 1.0751 1.7742
H -0.6958 0.2823 1.7350
H 0.9667 -1.5637 -1.6702
H -0.5466 -1.9347 0.7524

Want to see where the charge sits? The Löwdin charges in e are: atom 1 (C): 0.059, atom 2 (C): 0.130, atom 3 (C): -0.107, atom 4 (N): -0.071, atom 5 (O): 0.124, atom 6 (H): 0.128, atom 7 (H): 0.068, atom 8 (H): 0.121, atom 9 (H): 0.075, atom 10 (H): 0.095, atom 11 (H): 0.097, atom 12 (H): 0.150, atom 13 (H): 0.131

***

We obtain orbital gap values of 0.2024 0.3611 Eh for the records listed above, in that order.
We obtain maximum force values of 4.21 3.21 eV/A for the records listed above, in that order.